DFT (ωB97M-V with the def2-TZVPD basis set) results for a molecular structure, C6H14CrO3.

Cartesian coordinates (Å):
Cr1 -0.56 0.88 -1.38
O1 -1.68 1.41 0.25
O2 2.35 -0.39 -1.13
O3 -0.29 -0.90 -0.67
C1 3.73 -0.01 -1.38
C2 -1.71 -0.84 1.05
C3 0.64 -1.87 -0.55
C4 -1.71 0.62 1.43
C5 -2.24 2.71 0.41
C6 1.99 -1.58 -1.03
H1 4.06 0.54 -0.49
H2 -2.63 0.87 1.99
H3 -1.72 3.25 1.21
H4 -2.37 -0.99 0.18
H5 2.73 -2.38 -1.14
H6 -0.82 0.86 2.04
H7 0.80 -2.15 0.52
H8 -2.11 3.25 -0.54
H9 0.37 -2.83 -1.06
H10 3.71 0.65 -2.25
H11 4.34 -0.90 -1.55
H12 -2.64 -1.44 1.82
H13 -0.94 -1.37 1.63
H14 -3.31 2.62 0.65

net charge = +2
relative energy (zero: lowest compared OMol25 entry of this formula, charge and spin) = 45.3 kcal per mole
multiplicity = 5
expectation value of S² = 6.014

DFT (ωB97M-V with the def2-TZVPD basis set) results for a molecular structure, C6H14ErMgO4.

Cartesian coordinates (Å):
Er1 5.26 -0.57 4.30
Mg1 -0.32 0.94 -0.98
O1 -0.54 -0.98 -0.38
O2 3.86 0.58 3.02
O3 -2.31 0.74 -1.18
O4 1.57 0.50 -0.59
C1 0.66 -1.73 -0.59
C2 3.63 1.78 2.49
C3 -1.76 -1.56 -0.83
C4 -3.29 1.77 -1.31
C5 -2.82 -0.49 -0.64
C6 1.79 -0.84 -0.14
H1 -3.04 -0.34 0.43
H2 -3.73 -0.77 -1.17
H3 0.75 -1.99 -1.65
H4 -4.03 1.47 -2.07
H5 -2.78 2.68 -1.62
H6 0.63 -2.66 0.00
H7 2.25 1.13 -0.11
H8 -2.01 -2.45 -0.24
H9 2.74 -1.22 -0.53
H10 -1.66 -1.83 -1.89
H11 -3.79 1.92 -0.34
H12 2.61 2.18 2.55
H13 1.91 -0.76 1.00
H14 4.43 2.52 2.46

net charge = +4
calculated total energy = -1751.41032 a.u.
multiplicity = 5
expectation value of S² = 6.002

DFT (ωB97M-V with the def2-TZVPD basis set) results for a molecular structure, C6H14I2N.

Cartesian coordinates (Å):
I1 -2.44 -1.18 -1.80
I2 -1.79 -0.15 2.10
N1 -1.87 1.60 -0.58
C1 -0.26 -0.30 0.56
C2 0.32 -1.68 0.45
C3 -1.30 2.99 -0.34
C4 1.24 -2.08 1.66
C5 -1.07 0.47 -1.07
C6 1.30 -1.60 -0.69
H1 -0.38 0.66 -1.77
H2 -2.69 1.62 -1.19
H3 1.64 -1.14 1.86
H4 1.89 -2.76 1.32
H5 -2.52 1.40 0.29
H6 0.55 -2.50 2.46
H7 -0.40 -2.37 0.24
H8 0.52 0.50 0.91
H9 0.85 -1.27 -1.69
H10 1.99 -0.92 -0.33
H11 -0.65 2.85 0.53
H12 -0.70 3.29 -1.27
H13 -2.02 3.59 0.08
H14 1.61 -2.63 -1.03

net charge = +1
relative energy (zero: lowest compared OMol25 entry of this formula, charge and spin) = 69.8 kcal per mole

DFT (ωB97M-V with the def2-TZVPD basis set) results for C6H14INOSi in the gas phase.

Cartesian coordinates (Å):
I1 -3.56 -0.42 -0.23
Si1 -1.63 1.06 0.17
O1 -0.45 0.44 -0.81
N1 -0.10 -1.28 0.55
C1 2.49 -0.50 -1.24
C2 0.64 -2.39 0.97
C3 -1.35 1.24 2.00
C4 1.06 -1.02 -1.63
C5 0.09 -0.71 -0.54
C6 -1.66 2.82 -0.61
H1 2.39 0.49 -0.77
H2 1.67 -2.44 0.57
H3 2.99 -0.50 -2.16
H4 -0.76 3.28 -0.25
H5 -2.29 1.66 2.56
H6 1.09 -2.02 -1.79
H7 -2.60 3.31 -0.34
H8 0.09 -3.25 0.80
H9 -0.93 0.24 2.32
H10 2.92 -1.13 -0.41
H11 -0.55 1.96 2.27
H12 0.73 -0.53 -2.50
H13 -1.72 2.84 -1.61
H14 0.71 -2.35 2.16

net charge = 0
structure (SMILES) = CC/C(=N\C)O[Si](C)(C)I
relative energy (zero: lowest compared OMol25 entry of this formula, charge and spin) = 0.0 kcal per mole

DFT (ωB97M-V with the def2-TZVPD basis set) results for 2 unconnected molecules or ions with the total composition C6H14IPS.

Cartesian coordinates (Å):
I1 -1.04 -0.57 -3.71
S1 -1.48 2.25 0.32
P1 -0.56 0.64 -0.25
C1 -1.03 -0.88 0.74
C2 -0.53 -0.68 2.17
C3 1.54 1.83 -1.54
C4 -2.54 -1.05 0.67
C5 1.29 0.84 -0.41
C6 1.97 -0.49 -0.66
H1 -2.83 -1.94 1.23
H2 0.97 2.75 -1.38
H3 1.24 1.40 -2.49
H4 -3.04 -0.19 1.10
H5 1.55 -0.97 -1.55
H6 -0.99 0.20 2.61
H7 1.87 -1.17 0.18
H8 -0.53 -1.73 0.27
H9 -2.86 -1.16 -0.36
H10 1.62 1.27 0.54
H11 0.55 -0.56 2.20
H12 3.03 -0.33 -0.84
H13 -0.80 -1.55 2.77
H14 2.59 2.08 -1.59

net charge = 0
relative energy (zero: lowest compared OMol25 entry of this formula, charge and spin) = 0.0 kcal per mole

DFT (ωB97M-V with the def2-TZVPD basis set) results for a molecular structure, C6H14MgO4Tl.

Cartesian coordinates (Å):
Tl1 4.40 -0.59 3.79
Mg1 -0.21 0.98 -0.93
O1 -2.20 0.77 -1.12
O2 -0.43 -0.93 -0.28
O3 1.67 0.57 -0.47
O4 3.39 0.28 2.56
C1 -2.71 -0.44 -0.55
C2 -1.66 -1.51 -0.72
C3 0.77 -1.69 -0.49
C4 3.24 1.55 2.13
C5 1.91 -0.78 -0.11
C6 -3.18 1.80 -1.26
H1 -2.93 -0.26 0.52
H2 -1.57 -1.82 -1.77
H3 2.23 -0.66 1.08
H4 4.10 2.22 2.19
H5 0.75 -2.60 0.13
H6 -1.90 -2.39 -0.11
H7 0.83 -1.99 -1.54
H8 2.25 2.01 2.23
H9 -3.67 1.99 -0.29
H10 2.30 1.20 0.23
H11 -3.93 1.48 -2.00
H12 -2.67 2.70 -1.61
H13 -3.63 -0.73 -1.07
H14 2.85 -1.15 -0.54

net charge = +4
relative energy (zero: lowest compared OMol25 entry of this formula, charge and spin) = 0.0 kcal per mole
multiplicity = 2
expectation value of S² = 0.754

DFT (ωB97M-V with the def2-TZVPD basis set) results for a molecular structure, C6H14MgO4Tl.

Cartesian coordinates (Å):
Tl1 -0.24 0.95 -0.88
Mg1 4.59 -0.56 3.61
O1 -0.49 -0.96 -0.28
O2 -2.21 0.78 -1.16
O3 3.32 0.16 2.38
O4 1.62 0.56 -0.39
C1 0.71 -1.70 -0.44
C2 -1.70 -1.52 -0.79
C3 -3.19 1.82 -1.30
C4 3.12 1.50 1.99
C5 -2.75 -0.45 -0.65
C6 1.85 -0.76 -0.15
H1 2.59 1.34 0.77
H2 -2.67 2.72 -1.63
H3 -3.67 2.00 -0.33
H4 0.76 -2.08 -1.48
H5 0.71 -2.58 0.23
H6 2.82 -1.13 -0.52
H7 2.18 1.95 2.35
H8 -1.55 -1.79 -1.85
H9 4.01 2.13 2.11
H10 -1.98 -2.41 -0.22
H11 -3.93 1.52 -2.04
H12 -3.65 -0.72 -1.22
H13 2.75 -0.49 1.47
H14 -3.02 -0.29 0.41

net charge = +4
relative energy (zero: lowest compared OMol25 entry of this formula, charge and spin) = 51.6 kcal per mole
multiplicity = 2
expectation value of S² = 0.756

DFT (ωB97M-V with the def2-TZVPD basis set) results for C6H14N2 in the gas phase.

Cartesian coordinates (Å):
N1 1.92 -0.32 1.31
N2 -0.22 -1.13 1.92
C1 -1.44 1.49 0.35
C2 0.53 -1.52 -0.27
C3 0.63 0.73 -1.60
C4 -1.53 0.14 -0.35
C5 0.79 -1.09 1.11
C6 -0.34 -0.34 -1.13
H1 0.13 1.42 -2.27
H2 2.10 0.06 2.23
H3 -0.68 -0.93 -1.99
H4 2.58 -0.20 0.57
H5 1.05 1.28 -0.76
H6 -2.41 0.13 -1.00
H7 1.46 0.29 -2.15
H8 -1.28 2.32 -0.34
H9 -0.13 -2.38 -0.25
H10 -0.64 1.45 1.09
H11 -0.03 -0.75 2.84
H12 -1.58 -0.62 0.59
H13 -2.37 1.69 0.88
H14 1.45 -1.74 -0.81

net charge = 0
structure (SMILES) = [H]/N=C(\N)C[C@H](C)CC
relative energy (zero: lowest compared OMol25 entry of this formula, charge and spin) = 17.2 kcal per mole